a.
Molecular formula: C3H5NO
Method: DFT, the ωB97M-V functional and the def2-TZVPD basis

For the lowest unoccupied orbital energy (spin up / spin down), the calculation gives -0.143 / -0.143 eV. As for the spin multiplicity: 1. The highest occupied orbital energy (spin up / spin down) is -9.222 / -9.222 eV.

CARTESIAN COORDINATES (ANGSTROEM)
C 0.97 0.49 -0.06
C 0.18 -0.33 0.84
N -1.02 -0.85 0.27
C -1.34 -0.12 -0.76
O -0.62 0.81 -1.29
H 1.66 1.20 0.44
H 1.36 0.04 -0.96
H 1.11 -0.98 0.86
H 0.05 0.05 1.86
H -2.34 -0.31 -1.19



b.
Molecular formula: C3H5NO
Method: DFT, the ωB97M-V functional and the def2-TZVPD basis

For the lowest unoccupied orbital energy, the calculation gives -0.173 eV. As for the spin multiplicity: 1. The SMILES is C[C@H](O)C#N. The highest occupied orbital energy is -11.154 eV.

CARTESIAN COORDINATES (ANGSTROEM)
C -0.89 -0.84 -0.23
C -0.08 0.31 0.26
O -0.60 1.61 -0.27
C 1.41 -0.05 -0.28
N 2.73 0.19 -0.12
H -0.92 -1.00 -1.24
H -0.27 -1.69 0.19
H -1.88 -0.84 0.31
H 0.17 0.22 1.34
H 0.33 2.10 0.03



Energy ordering: a at the bottom, the next structure 0.764 eV above.



a.
Molecular formula: C3H5NO
Method: DFT, the ωB97M-V functional and the def2-TZVPD basis

For the lowest unoccupied orbital energy, the calculation gives 0.585 eV. As for the spin multiplicity: 1. The SMILES is C1=NC1.C=O. The highest occupied orbital energy is -10.297 eV.

CARTESIAN COORDINATES (ANGSTROEM)
C 0.87 -0.43 0.82
N 1.86 -1.20 0.76
C 1.06 -0.94 -0.52
H 0.34 0.17 1.55
H 1.53 -0.32 -1.28
H 0.45 -1.76 -0.90
C -1.53 1.12 -0.10
O -1.36 0.73 -1.23
H -2.10 0.53 0.64
H -1.12 2.09 0.26



b.
Molecular formula: C3H5NO
Method: DFT, the ωB97M-V functional and the def2-TZVPD basis

For the lowest unoccupied orbital energy, the calculation gives 0.805 eV. As for the spin multiplicity: 1. The SMILES is O=C[C@H]1CN1. The highest occupied orbital energy is -9.929 eV.

CARTESIAN COORDINATES (ANGSTROEM)
O -0.79 -0.18 1.83
C -0.62 -0.92 0.88
C 0.11 -0.51 -0.35
C -0.03 0.95 -0.68
N 1.28 0.39 -0.36
H -1.10 -1.93 0.84
H 0.24 -1.31 -1.08
H -0.24 1.23 -1.71
H -0.42 1.67 0.04
H 1.57 0.63 0.58



c.
Molecular formula: C3H5NO
Method: DFT, the ωB97M-V functional and the def2-TZVPD basis

For the lowest unoccupied orbital energy, the calculation gives 0.750 eV. As for the spin multiplicity: 1. The SMILES is N/C=C/C=O. The highest occupied orbital energy is -8.669 eV.

CARTESIAN COORDINATES (ANGSTROEM)
N -0.10 -1.47 -1.65
C -0.20 -0.42 -0.77
C 0.59 -0.27 0.35
C 0.31 0.84 1.24
O -0.56 1.66 1.06
H -0.76 -1.62 -2.37
H 0.39 -2.38 -1.34
H -0.95 0.33 -0.93
H 1.33 -1.04 0.64
H 0.99 0.87 2.14



d.
Molecular formula: C3H5NO
Method: DFT, the ωB97M-V functional and the def2-TZVPD basis

For the lowest unoccupied orbital energy, the calculation gives 0.610 eV. As for the spin multiplicity: 1. The SMILES is C=C=N.C=O. The highest occupied orbital energy is -9.252 eV.

CARTESIAN COORDINATES (ANGSTROEM)
C 1.16 -1.23 -0.84
C 1.19 -0.64 0.33
N 1.28 -0.10 1.43
H 1.39 -0.68 -1.74
H 0.84 -2.27 -0.91
H 0.42 0.35 1.75
C -1.31 1.21 -0.17
O -1.36 0.70 -1.27
H -1.89 0.81 0.68
H -0.67 2.09 0.04



Energy ordering: c at the bottom, the next structure 0.894 eV above.



a.
Molecular formula: C3H5NO
Method: DFT, the ωB97M-V functional and the def2-TZVPD basis

For the lowest unoccupied orbital energy, the calculation gives -0.030 eV. As for the spin multiplicity: 1. The SMILES is C[C@@H](O)C#N. The highest occupied orbital energy is -11.140 eV.

CARTESIAN COORDINATES (ANGSTROEM)
C 0.75 -0.27 1.14
C -0.24 -0.05 -0.02
O -0.53 1.27 -0.16
C -0.07 -0.43 -1.73
N -0.79 -0.06 -2.58
H 1.35 0.63 1.35
H 1.40 -1.10 0.88
H 0.23 -0.54 2.07
H -1.08 -0.73 0.04
H -1.02 1.28 -1.00



b.
Molecular formula: C3H5NO
Method: DFT, the ωB97M-V functional and the def2-TZVPD basis

For the lowest unoccupied orbital energy, the calculation gives 0.700 eV. As for the spin multiplicity: 1. The SMILES is N/C=C/C=O. The highest occupied orbital energy is -8.880 eV.

CARTESIAN COORDINATES (ANGSTROEM)
N -1.54 0.00 -1.12
C -0.44 0.31 -0.36
C 0.33 -0.46 0.44
C 1.65 -0.04 0.89
O 2.13 1.09 0.75
H -2.08 0.88 -1.41
H -2.13 -0.81 -0.82
H -0.04 1.30 -0.69
H 0.00 -1.46 0.79
H 2.12 -0.82 1.52



Energy ordering: b at the bottom, the next structure 1.329 eV above.



a.
Molecular formula: C3H5NO
Method: DFT, the ωB97M-V functional and the def2-TZVPD basis

For the lowest unoccupied orbital energy, the calculation gives 0.772 eV. As for the spin multiplicity: 1. The SMILES is N#CCCO. The highest occupied orbital energy is -11.029 eV.

CARTESIAN COORDINATES (ANGSTROEM)
N 2.23 -0.95 -0.90
C 1.46 -0.18 -0.51
C 0.43 0.72 0.02
C -0.78 -0.08 0.52
O -1.48 -0.69 -0.53
H 0.87 1.33 0.82
H 0.11 1.39 -0.78
H -1.48 0.61 1.01
H -0.45 -0.81 1.28
H -0.91 -1.36 -0.92



b.
Molecular formula: C3H5NO
Method: DFT, the ωB97M-V functional and the def2-TZVPD basis

For the lowest unoccupied orbital energy (spin up / spin down), the calculation gives -0.165 / -0.165 eV. As for the spin multiplicity: 1. The highest occupied orbital energy (spin up / spin down) is -8.916 / -8.917 eV.

CARTESIAN COORDINATES (ANGSTROEM)
C -1.54 0.21 -0.02
C -0.23 -0.33 0.32
C 1.56 0.07 -0.27
N 0.37 -1.05 1.07
O 1.78 1.28 -0.29
H 2.03 -0.59 0.62
H 1.66 -0.65 -1.09
H -1.42 1.10 -0.63
H -2.10 0.48 0.88
H -2.11 -0.52 -0.59



c.
Molecular formula: C3H5NO
Method: DFT, the ωB97M-V functional and the def2-TZVPD basis

For the lowest unoccupied orbital energy, the calculation gives 0.788 eV. As for the spin multiplicity: 1. The SMILES is COCC#N. The highest occupied orbital energy is -10.861 eV.

CARTESIAN COORDINATES (ANGSTROEM)
C 1.19 0.56 0.29
O 0.20 0.83 -0.69
C -1.03 0.19 -0.50
C -0.94 -1.27 -0.30
N -0.94 -2.41 -0.13
H 0.95 1.01 1.27
H 2.11 0.99 -0.09
H 1.33 -0.52 0.43
H -1.59 0.37 -1.42
H -1.60 0.61 0.35



d.
Molecular formula: C3H5NO
Method: DFT, the ωB97M-V functional and the def2-TZVPD basis

For the lowest unoccupied orbital energy, the calculation gives 0.969 eV. As for the spin multiplicity: 1. The SMILES is O=C1CCN1. The highest occupied orbital energy is -9.797 eV.

CARTESIAN COORDINATES (ANGSTROEM)
O -0.21 -1.08 1.86
C -0.28 -0.40 0.87
C -0.35 -0.77 -0.61
C 0.37 0.53 -0.91
N -0.08 0.95 0.77
H 0.21 -1.70 -0.77
H -1.35 -0.87 -1.03
H 1.46 0.41 -1.03
H -0.18 1.46 -0.66
H 0.39 1.47 1.51



Energy ordering: a at the bottom, the next structure 0.631 eV above.



a.
Molecular formula: C3H5NO
Method: DFT, the ωB97M-V functional and the def2-TZVPD basis

For the lowest unoccupied orbital energy, the calculation gives 0.159 eV. As for the spin multiplicity: 1. The SMILES is N/C=C\C=O. The highest occupied orbital energy is -8.531 eV.

CARTESIAN COORDINATES (ANGSTROEM)
N 0.45 0.75 -1.33
C 0.76 0.12 -0.16
C 0.00 -0.02 0.98
C -1.14 -0.87 0.75
O -1.88 -1.42 1.53
H 1.19 1.23 -1.83
H -0.52 1.01 -1.47
H 1.84 0.10 -0.02
H 0.36 0.16 1.98
H -1.07 -1.07 -0.42



b.
Molecular formula: C3H5NO
Method: DFT, the ωB97M-V functional and the def2-TZVPD basis

For the lowest unoccupied orbital energy, the calculation gives 0.874 eV. As for the spin multiplicity: 1. The SMILES is O=CN1CC1. The highest occupied orbital energy is -9.470 eV.

CARTESIAN COORDINATES (ANGSTROEM)
O 1.83 -0.98 -0.14
C 1.46 0.18 0.07
N 0.14 0.29 0.11
C -1.18 0.76 0.07
C -0.44 -0.92 -0.18
H 2.12 1.04 0.20
H -1.60 0.99 1.06
H -1.35 1.61 -0.63
H -0.41 -1.30 -1.20
H -0.48 -1.68 0.61



Energy ordering: a at the bottom, the next structure 1.406 eV above.



a.
Molecular formula: C3H5NO
Method: DFT, the ωB97M-V functional and the def2-TZVPD basis

For the lowest unoccupied orbital energy, the calculation gives 1.034 eV. As for the spin multiplicity: 1. The SMILES is C1=NCCO1. The highest occupied orbital energy is -9.903 eV.

CARTESIAN COORDINATES (ANGSTROEM)
C -0.90 -0.93 0.60
N 0.29 -1.34 0.44
C 0.99 -0.09 0.04
C -0.13 0.78 -0.49
O -1.20 0.40 0.34
H -1.90 -1.27 0.77
H 1.77 -0.27 -0.70
H 1.44 0.35 0.94
H 0.04 1.85 -0.41
H -0.40 0.51 -1.53



b.
Molecular formula: C3H5NO
Method: DFT, the ωB97M-V functional and the def2-TZVPD basis

For the lowest unoccupied orbital energy, the calculation gives 0.169 eV. As for the spin multiplicity: 1. The SMILES is C=NCC=O. The highest occupied orbital energy is -9.629 eV.

CARTESIAN COORDINATES (ANGSTROEM)
C -1.20 1.06 0.49
N -0.03 0.62 0.62
C 0.02 -0.66 -0.11
C 1.49 -0.54 -0.37
O 2.34 -1.24 0.11
H -2.08 0.40 0.54
H -1.32 2.07 0.14
H -0.50 -0.50 -1.07
H -0.38 -1.56 0.37
H 1.70 0.38 -0.96



c.
Molecular formula: C3H5NO
Method: DFT, the ωB97M-V functional and the def2-TZVPD basis

For the lowest unoccupied orbital energy, the calculation gives 0.767 eV. As for the spin multiplicity: 1. The SMILES is C=C/C=N\O. The highest occupied orbital energy is -9.289 eV.

CARTESIAN COORDINATES (ANGSTROEM)
C -1.18 -1.35 0.39
C -0.60 -0.27 -0.09
C 0.82 -0.03 0.17
N 1.54 1.00 -0.07
O 0.78 1.96 -0.74
H -2.25 -1.47 0.26
H -0.70 -2.07 1.02
H -1.24 0.47 -0.60
H 1.37 -0.85 0.59
H 1.47 2.60 -0.92



d.
Molecular formula: C3H5NO
Method: DFT, the ωB97M-V functional and the def2-TZVPD basis

For the lowest unoccupied orbital energy, the calculation gives 0.764 eV. As for the spin multiplicity: 1. The SMILES is O=CN1CC1. The highest occupied orbital energy is -9.590 eV.

CARTESIAN COORDINATES (ANGSTROEM)
O -2.64 -0.49 0.09
C -1.66 0.24 -0.02
N -0.38 -0.13 -0.25
C 1.01 0.53 0.10
C 0.91 -0.92 0.04
H -1.98 1.38 -0.25
H 1.19 1.18 -0.87
H 1.01 1.36 1.08
H 1.11 -1.51 0.93
H 1.44 -1.63 -0.84



Energy ordering: a at the bottom, the next structure 1.338 eV above.